{
  "formula": "C33H58CdN4SSb",
  "method": "the ωB97M-V functional and the def2-TZVPD basis",
  "total_charge": 1,
  "homo_lumo_gap_ev": 7.5,
  "lumo_energy_ev": -2.5,
  "e_homo_ev": -10.02,
  "spin_multiplicity": 1,
  "symbols": ["Cd", "C", "C", "C", "C", "C", "C", "C", "C", "C", "C", "C", "C", "C", "C", "C", "C", "C", "H", "H", "H", "H", "H", "H", "H", "H", "H", "H", "H", "H", "H", "H", "H", "H", "H", "H", "H", "H", "H", "H", "H", "H", "H", "H", "H", "H", "H", "C", "C", "Sb", "C", "C", "C", "C", "H", "H", "H", "H", "H", "H", "H", "H", "H", "H", "H", "H", "H", "H", "H", "C", "C", "C", "N", "N", "C", "N", "S", "H", "H", "H", "H", "H", "H", "H", "N", "C", "C", "C", "C", "C", "C", "H", "H", "H", "H", "H", "H", "H"],
  "coordinates": [[0.3638, -0.3358, 0.1088], [0.6532, 1.0280, 3.4089], [-0.7528, 0.6613, 3.4890], [-0.9072, -0.5349, 2.8039], [0.4089, -0.8911, 2.2418], [1.3719, 0.1011, 2.7195], [2.8808, 0.0486, 2.5724], [3.3614, 1.1671, 1.6381], [3.3392, -1.3016, 2.0174], [3.5246, 0.2322, 3.9559], [-2.0754, -1.5142, 2.6269], [-3.1694, -0.9505, 1.7043], [-2.6677, -1.9143, 3.9879], [-1.6133, -2.8264, 1.9732], [-1.6697, 1.5677, 4.3290], [-1.1914, 3.0327, 4.2384], [-3.1498, 1.5981, 3.9301], [-1.5485, 1.1381, 5.8036], [1.0808, 1.9014, 3.8864], [0.6962, -1.9376, 2.2336], [2.9027, 1.0724, 0.6468], [4.4478, 1.1268, 1.5133], [3.1023, 2.1486, 2.0413], [2.9072, -1.5025, 1.0337], [3.0639, -2.1172, 2.6914], [4.4261, -1.3087, 1.9156], [3.2886, 1.2113, 4.3768], [4.6122, 0.1390, 3.8880], [3.1568, -0.5291, 4.6465], [-3.6091, -0.0392, 2.0994], [-3.9741, -1.6808, 1.5793], [-2.7501, -0.7373, 0.7140], [-3.0341, -1.0615, 4.5496], [-1.9075, -2.4112, 4.5965], [-3.4997, -2.6102, 3.8464], [-1.2297, -2.6742, 0.9616], [-2.4682, -3.5011, 1.8998], [-0.8495, -3.3324, 2.5668], [-1.0668, 3.3627, 3.2025], [-0.2532, 3.1962, 4.7702], [-1.9365, 3.6815, 4.7033], [-3.2781, 1.9555, 2.9030], [-3.6723, 2.3050, 4.5789], [-3.6535, 0.6421, 4.0395], [-0.5007, 1.1376, 6.1134], [-1.9460, 0.1350, 5.9648], [-2.0964, 1.8345, 6.4460], [5.0214, -1.8631, -1.1035], [4.0852, -2.1196, -2.2845], [1.9963, -2.1162, -1.7611], [1.8452, -4.0748, -0.8539], [2.8597, -5.1006, -1.3616], [1.2843, -2.6846, -3.7139], [1.4231, -1.5881, -4.7711], [6.0644, -1.9038, -1.4246], [4.8897, -2.6086, -0.3165], [4.8452, -0.8791, -0.6643], [4.2739, -3.0880, -2.7483], [4.2069, -1.3516, -3.0507], [0.8242, -4.4043, -1.0599], [1.9309, -3.9454, 0.2260], [2.8016, -5.2268, -2.4446], [2.6717, -6.0765, -0.9095], [3.8813, -4.8145, -1.1061], [0.2430, -2.9906, -3.6074], [1.8683, -3.5642, -3.9877], [0.7944, -0.7254, -4.5392], [1.1182, -1.9637, -5.7506], [2.4559, -1.2418, -4.8631], [2.5111, 4.0414, -3.3132], [2.4631, 2.5426, -3.6385], [1.1736, 1.9078, -3.2339], [1.0468, 1.0620, -2.2753], [-0.2504, 0.6160, -2.0757], [-1.0959, 1.1714, -2.9038], [-2.4122, 0.8878, -2.9558], [-0.3389, 2.2480, -4.0339], [3.4661, 4.4605, -3.6281], [2.4016, 4.2070, -2.2406], [1.7171, 4.5846, -3.8292], [3.2582, 2.0163, -3.1106], [2.6123, 2.3950, -4.7105], [-2.8077, 0.4156, -2.1593], [-3.0266, 1.5302, -3.4261], [-0.6472, 2.0538, 0.6280], [-1.5346, 2.8409, -0.1410], [-2.9094, 2.6236, -0.0822], [-3.7724, 3.3822, -0.8604], [-3.2769, 4.3559, -1.7198], [-1.9057, 4.5727, -1.7780], [-1.0399, 3.8239, -0.9944], [0.1964, 2.5571, 0.8675], [-1.0618, 1.7052, 1.4878], [-3.3056, 1.8726, 0.5940], [-4.8407, 3.2185, -0.7844], [-3.9544, 4.9549, -2.3158], [-1.5064, 5.3419, -2.4291], [0.0302, 4.0080, -1.0332]],
  "mulliken_charge": [2.8463, -0.7778, -0.5657, 1.0442, -2.8699, 0.8220, 2.5091, -1.5744, -1.8198, -1.8286, 1.7814, -1.2462, -1.8256, -2.0869, 2.9566, -1.8005, -1.7811, -1.7242, 0.3616, 1.0008, 0.1553, 0.4699, 0.2976, -0.1910, 0.2792, 0.6421, 0.3210, 0.4297, 0.4049, 0.1390, 0.6060, -0.0704, 0.2413, 0.3460, 0.4631, 0.1514, 0.5333, 0.3527, 0.2381, 0.4069, 0.4891, 0.1828, 0.6130, 0.2539, 0.3136, 0.2642, 0.4939, -1.0684, -0.8311, -0.4741, -0.4411, -1.2381, -0.9293, -0.7664, 0.4450, 0.2463, 0.2361, 0.5126, 0.4457, 0.5181, 0.3087, 0.2972, 0.3983, 0.2901, 0.5446, 0.4134, 0.0137, 0.4380, 0.2533, -1.1285, -0.7242, 0.4474, 0.0650, -0.5262, 0.0457, -0.3022, -0.2046, 0.4299, 0.2507, 0.3192, 0.2257, 0.3551, 0.2144, 0.2595, 0.2501, 0.1003, -0.0080, -0.9254, -0.6459, -0.6320, -0.2525, 0.2818, -0.8668, 0.3541, 0.4425, 0.4230, 0.4496, 0.4421]
}

***

{
  "formula": "C33H58FN3O",
  "method": "the ωB97M-V functional and the def2-TZVPD basis",
  "total_charge": 0,
  "smiles": "C#Cc1cnc2c(NCCC)cc(COC)c(F)c2n1.CCCCCC.CCCCCC.CCCCCC",
  "homo_lumo_gap_ev": 8.3,
  "lumo_energy_ev": -0.5,
  "e_homo_ev": -8.80,
  "spin_multiplicity": 1,
  "symbols": ["C", "C", "C", "C", "N", "C", "C", "N", "C", "C", "C", "C", "C", "C", "O", "C", "C", "F", "C", "N", "H", "H", "H", "H", "H", "H", "H", "H", "H", "H", "H", "H", "H", "H", "H", "H", "C", "C", "C", "C", "C", "C", "H", "H", "H", "H", "H", "H", "H", "H", "H", "H", "H", "H", "H", "H", "C", "C", "C", "C", "C", "C", "H", "H", "H", "H", "H", "H", "H", "H", "H", "H", "H", "H", "H", "H", "C", "C", "C", "C", "C", "C", "H", "H", "H", "H", "H", "H", "H", "H", "H", "H", "H", "H", "H", "H"],
  "coordinates": [[-8.9531, 4.0006, 6.7478], [-7.9241, 3.6634, 6.2394], [-6.9206, 3.0584, 5.4170], [-6.6635, 3.6251, 4.1459], [-5.8120, 3.1216, 3.3010], [-5.1647, 1.9990, 3.7186], [-4.2327, 1.3687, 2.8557], [-4.0014, 1.8557, 1.5303], [-5.1014, 1.6026, 0.5733], [-5.6558, 0.1900, 0.6673], [-6.8470, 0.0206, 1.6323], [-3.5516, 0.2805, 3.2936], [-3.7569, -0.2861, 4.5732], [-2.9528, -1.5188, 4.8984], [-2.8190, -1.7941, 6.2680], [-3.4853, -2.9688, 6.6829], [-4.6736, 0.3030, 5.3809], [-4.9656, -0.1894, 6.5872], [-5.3932, 1.4556, 4.9898], [-6.2902, 1.9976, 5.8514], [-9.8638, 4.3004, 7.1962], [-7.2038, 4.5160, 3.8599], [-3.8052, 2.8465, 1.5722], [-4.6770, 1.7291, -0.4223], [-5.8796, 2.3593, 0.6838], [-5.9902, -0.0907, -0.3269], [-4.8587, -0.4850, 0.9623], [-7.6300, -0.5974, 1.2076], [-6.5127, -0.4818, 2.5406], [-7.2492, 0.9769, 1.9499], [-2.8275, -0.1501, 2.6184], [-3.4099, -2.3555, 4.3635], [-1.9558, -1.3985, 4.4725], [-3.1950, -3.1586, 7.7099], [-3.1901, -3.8242, 6.0740], [-4.5681, -2.8418, 6.6370], [-0.2747, 1.2736, 0.9671], [-0.9985, 1.5837, -0.3388], [-0.6734, 0.5992, -1.4611], [0.7960, 0.5619, -1.8830], [1.3696, 1.9005, -2.3451], [0.6778, 2.4643, -3.5841], [0.8095, 1.3329, 0.8556], [-0.5640, 1.9808, 1.7463], [-0.5238, 0.2691, 1.3183], [-0.7653, 2.6057, -0.6529], [-2.0728, 1.5584, -0.1516], [-1.2975, 0.8318, -2.3289], [-0.9669, -0.4071, -1.1434], [0.9062, -0.1674, -2.6933], [1.4039, 0.1827, -1.0560], [2.4306, 1.7614, -2.5670], [1.3233, 2.6328, -1.5345], [0.7429, 1.7596, -4.4163], [1.1554, 3.3940, -3.8975], [-0.3753, 2.6801, -3.3999], [4.0341, 1.9926, -5.4740], [4.5788, 1.0284, -4.4247], [5.5706, 1.6711, -3.4580], [6.8467, 2.2082, -4.1073], [7.6490, 1.1724, -4.8934], [8.1509, 0.0142, -4.0352], [4.8210, 2.3841, -6.1203], [3.3053, 1.4910, -6.1125], [3.5351, 2.8371, -4.9936], [5.0354, 0.1658, -4.9186], [3.7411, 0.6338, -3.8453], [5.8324, 0.9426, -2.6850], [5.0729, 2.4949, -2.9355], [7.4837, 2.6293, -3.3231], [6.5979, 3.0417, -4.7701], [8.5067, 1.6723, -5.3507], [7.0498, 0.7804, -5.7197], [8.7822, 0.3794, -3.2225], [8.7457, -0.6786, -4.6322], [7.3275, -0.5509, -3.5958], [3.2178, -5.9018, 0.4047], [3.3140, -4.3839, 0.5305], [2.1896, -3.6411, -0.1894], [2.1382, -3.8600, -1.7023], [3.4185, -3.4886, -2.4495], [3.7864, -2.0144, -2.3142], [3.2932, -6.2263, -0.6341], [4.0224, -6.3877, 0.9583], [2.2689, -6.2649, 0.8048], [4.2859, -4.0475, 0.1595], [3.2846, -4.1141, 1.5893], [2.2800, -2.5716, 0.0217], [1.2302, -3.9500, 0.2379], [1.3090, -3.2711, -2.1078], [1.8944, -4.9050, -1.9137], [3.2824, -3.7253, -3.5080], [4.2519, -4.1067, -2.1045], [2.9801, -1.3784, -2.6855], [4.6830, -1.7864, -2.8939], [3.9835, -1.7407, -1.2765]],
  "mulliken_charge": [-0.2904, -0.6387, 0.6947, -0.5932, -0.4667, 0.5076, -1.5270, 0.0695, -0.7113, -0.5389, -0.9493, 0.2226, 0.0835, -0.9630, -0.3922, -0.6776, 0.8978, -0.3325, 0.5216, -0.6915, 0.4027, 0.4688, 0.3537, 0.4822, 0.3553, 0.5279, 0.2720, 0.3636, 0.1828, 0.2340, 0.4498, 0.3900, 0.3772, 0.2504, 0.3298, 0.2872, -1.2619, 0.5281, -1.1763, -0.2749, -0.0088, -1.4112, 0.4079, 0.3565, 0.1995, 0.3295, -0.3825, 0.3627, 0.3836, 0.3964, 0.1729, -0.0593, 0.3934, 0.2544, 0.3838, 0.3990, -1.4738, 0.6528, -0.6011, -0.9228, -0.3555, -1.0149, 0.4106, 0.3944, 0.2167, 0.4191, -0.5205, 0.3575, 0.3875, 0.4108, 0.3300, 0.3819, 0.2183, 0.2932, 0.3859, 0.1225, -1.2324, -0.5077, -0.3644, -0.7727, -0.6293, -0.3434, 0.2851, 0.3839, 0.2938, 0.2362, 0.4164, 0.0954, 0.4382, 0.3295, 0.3743, 0.3632, 0.2978, -0.1745, 0.1990, 0.2735]
}

***

{
  "formula": "C33H59BClMgN4O4P2Si",
  "method": "the ωB97M-V functional and the def2-TZVPD basis",
  "total_charge": -1,
  "homo_lumo_gap_ev": 5.8,
  "relative_energy_ev": 3.618,
  "lumo_energy_ev": 2.5,
  "e_homo_ev": -3.28,
  "spin_multiplicity": 1,
  "symbols": ["Mg", "C", "C", "C", "C", "P", "C", "N", "B", "N", "C", "P", "C", "C", "C", "C", "C", "C", "C", "C", "C", "C", "C", "C", "C", "C", "C", "C", "C", "C", "H", "H", "H", "H", "H", "H", "H", "H", "H", "H", "H", "H", "H", "H", "H", "H", "H", "H", "H", "H", "H", "H", "H", "H", "H", "H", "H", "H", "H", "H", "H", "H", "H", "H", "H", "H", "H", "H", "H", "H", "H", "H", "H", "H", "C", "C", "C", "C", "C", "C", "N", "N", "Si", "C", "C", "C", "H", "H", "H", "H", "H", "H", "H", "H", "H", "H", "H", "H", "H", "H", "H", "O", "Cl", "O", "O", "O"],
  "coordinates": [[-0.9840, 0.2729, -1.0693], [1.9211, 2.6630, 1.8928], [0.6235, 2.8073, 1.1017], [0.8982, 2.5161, -0.3534], [0.0915, 4.2443, 1.2028], [-0.9050, 1.4296, 1.6454], [-0.9863, 2.2965, 3.4147], [-0.1067, 1.2700, 3.9582], [0.3043, 0.4591, 2.8853], [1.3679, -0.3819, 3.3958], [2.4532, -1.0774, 2.7208], [1.8753, -2.0928, 1.2873], [3.3749, -1.9233, 0.1748], [3.2378, -0.5093, -0.4191], [4.7566, -2.0481, 0.8270], [3.2559, -2.9305, -0.9772], [1.8461, -3.8061, 2.0602], [0.8921, -3.6895, 3.2596], [1.2058, -4.7852, 1.0695], [3.1838, -4.3702, 2.5346], [1.4922, -0.0614, 4.7664], [2.3376, -0.5803, 5.7337], [2.2418, -0.0940, 7.0394], [1.3257, 0.8959, 7.3728], [0.4743, 1.4351, 6.4093], [0.5635, 0.9534, 5.1165], [-2.7275, 0.4275, 2.2217], [-3.3741, 0.0241, 0.9090], [-3.6980, 1.3686, 2.9446], [-2.4543, -0.8066, 3.0710], [2.6857, 3.3775, 1.5496], [2.3494, 1.6597, 1.7739], [1.7764, 2.8295, 2.9631], [1.9141, 2.7796, -0.6672], [0.1907, 3.0235, -1.0120], [0.7838, 1.4444, -0.5829], [0.4938, 4.8764, 0.4017], [0.3682, 4.7227, 2.1452], [-1.0017, 4.2917, 1.1258], [-1.9382, 2.3823, 3.9277], [-0.4875, 3.2616, 3.4257], [2.9764, -1.7093, 3.4381], [3.1864, -0.3492, 2.3630], [3.3868, 0.2713, 0.3320], [2.2578, -0.3572, -0.8728], [3.9968, -0.3698, -1.1953], [4.8286, -1.5115, 1.7746], [5.5138, -1.6231, 0.1591], [5.0306, -3.0861, 1.0095], [2.2411, -2.9810, -1.3755], [3.5544, -3.9334, -0.6653], [3.9163, -2.6289, -1.7964], [-0.0562, -3.2304, 2.9741], [1.3122, -3.1050, 4.0798], [0.6802, -4.6935, 3.6412], [0.2022, -4.4631, 0.7956], [1.1309, -5.7724, 1.5393], [1.7858, -4.8976, 0.1540], [3.7634, -3.6598, 3.1277], [3.8014, -4.6904, 1.6940], [3.0035, -5.2507, 3.1614], [3.0696, -1.3421, 5.4998], [2.8987, -0.4959, 7.8003], [1.2755, 1.2575, 8.3922], [-0.2346, 2.2155, 6.6560], [-2.6391, -0.0658, 0.1085], [-4.0891, 0.7689, 0.5535], [-3.8686, -0.9506, 0.9446], [-3.5958, 2.4100, 2.6160], [-3.5599, 1.3527, 4.0292], [-4.7400, 1.0792, 2.7559], [-1.7620, -1.4850, 2.5639], [-3.3774, -1.3771, 3.2616], [-2.0207, -0.5467, 4.0412], [-3.3580, 3.2957, -0.5911], [-2.7719, 3.0311, -1.9485], [-3.0811, 3.8448, -3.0193], [-2.5495, 3.5132, -4.2689], [-1.7362, 2.4231, -4.4197], [-1.4169, 1.6205, -3.2825], [-1.9742, 1.9613, -2.0725], [-0.5950, 0.5659, -3.2189], [-0.0296, -0.2272, -4.6382], [-1.4448, -0.7342, -5.7582], [1.1760, 0.8725, -5.5802], [0.9214, -1.7982, -4.3221], [-4.3944, 2.9525, -0.5513], [-3.3505, 4.3631, -0.3659], [-2.7997, 2.7633, 0.1755], [-3.7221, 4.7049, -2.8827], [-2.7771, 4.1315, -5.1306], [-1.3147, 2.1801, -5.3837], [-2.1643, 0.0609, -5.9610], [-1.9856, -1.5497, -5.2682], [-1.0651, -1.1079, -6.7136], [0.8410, 1.9099, -5.6340], [1.3506, 0.5153, -6.6001], [2.1368, 0.8668, -5.0569], [0.3375, -2.5687, -3.8189], [1.8317, -1.6304, -3.7407], [1.2104, -2.1776, -5.3085], [-2.2785, -1.4299, -1.8347], [-1.2766, -2.3452, -1.2603], [-1.5091, -2.4324, 0.1577], [-1.3123, -3.6218, -1.8942], [0.0191, -1.6561, -1.4821]],
  "mulliken_charge": [1.1530, -1.9700, 2.0567, -0.7786, -1.9104, 2.1837, -1.3867, 0.4508, -0.1740, 0.4415, -1.4714, 1.4289, 2.0202, -1.8241, -1.8076, -2.0403, 1.8726, -2.0063, -1.5994, -1.8228, 1.4770, -1.0293, -0.8885, -0.6716, -1.0460, -0.8355, 1.9492, -0.1726, -2.3465, -1.6543, 0.6131, 0.3214, 0.2376, 0.5116, 0.3560, -0.8718, 0.5188, 0.4249, 0.1928, 0.4679, 0.4281, -0.2196, 0.7246, 0.4247, -0.1210, 0.6256, 0.2119, 0.5422, 0.3263, 0.1987, 0.2872, 0.5011, 0.2491, 0.3240, 0.6398, 0.1985, 0.5086, 0.2927, 0.2485, 0.2937, 0.4808, 0.4328, 0.3929, 0.3782, 0.4881, -0.7168, 0.1991, 0.4324, 0.3454, 0.4606, 0.5415, -0.0355, 0.6246, 0.1951, -0.9135, 0.2827, -0.9925, -0.8056, -0.9153, 0.3810, -0.2206, 0.2686, -0.0121, -1.1031, -1.1414, -0.9932, 0.3188, 0.4528, -0.1901, 0.4572, 0.3807, 0.3912, 0.3748, 0.2630, 0.3585, 0.3509, 0.3632, 0.2765, 0.1907, 0.1931, 0.4650, -0.4932, 1.9878, -0.5699, -0.7356, -0.9448]
}